{"formula": "C56H114F9N4O6", "method": "ωB97M-V with the def2-TZVPD basis set", "species": ["C", "C", "C", "C", "N", "C", "C", "C", "C", "C", "C", "C", "H", "H", "H", "H", "H", "H", "H", "H", "H", "H", "H", "H", "H", "H", "H", "H", "H", "H", "H", "H", "H", "H", "H", "H", "C", "C", "C", "C", "N", "C", "C", "C", "C", "C", "C", "C", "H", "H", "H", "H", "H", "H", "H", "H", "H", "H", "H", "H", "H", "H", "H", "H", "H", "H", "H", "H", "H", "H", "H", "H", "C", "C", "C", "C", "N", "C", "C", "C", "C", "C", "C", "C", "H", "H", "H", "H", "H", "H", "H", "H", "H", "H", "H", "H", "H", "H", "H", "H", "H", "H", "H", "H", "H", "H", "H", "H", "C", "C", "C", "C", "N", "C", "C", "C", "C", "C", "C", "C", "H", "H", "H", "H", "H", "H", "H", "H", "H", "H", "H", "H", "H", "H", "H", "H", "H", "H", "H", "H", "H", "H", "H", "H", "C", "O", "O", "C", "F", "F", "F", "C", "C", "H", "H", "H", "H", "H", "H", "C", "O", "O", "C", "F", "F", "F", "C", "C", "H", "H", "H", "H", "H", "H", "C", "O", "O", "C", "F", "F", "F", "C", "C", "H", "H", "H", "H", "H", "H"], "xyz": [[1.983216, -6.566768, 1.852754], [2.503019, -5.123446, 1.745606], [1.520476, -4.173076, 2.481531], [1.848711, -4.128560, 3.969013], [0.872120, -3.385814, 4.844884], [1.261445, -3.341358, 6.338119], [1.453570, -1.847008, 6.684147], [0.735769, -1.003365, 5.609620], [0.786172, -1.934009, 4.387078], [-0.567187, -3.953956, 4.759097], [-0.685365, -5.455348, 5.020435], [-2.124517, -5.944574, 5.130688], [2.021846, -6.934122, 2.879888], [2.636598, -7.252395, 1.310135], [1.017494, -6.598186, 1.349689], [2.427508, -4.927030, 0.674093], [3.570685, -5.097826, 1.960340], [0.501416, -4.556334, 2.432397], [1.635079, -3.169132, 2.077955], [2.804415, -3.621495, 4.115362], [1.895087, -5.061665, 4.533731], [0.487480, -3.870015, 6.885851], [2.211591, -3.852844, 6.481699], [1.092364, -1.533871, 7.667538], [2.469900, -1.485923, 6.859505], [-0.309103, -0.999650, 5.933090], [1.124332, 0.002845, 5.490798], [-0.038028, -1.846442, 3.678765], [1.735649, -1.624045, 3.948332], [-0.947186, -3.741669, 3.755655], [-1.210383, -3.321617, 5.372027], [-0.291721, -5.782918, 5.986592], [-0.283994, -6.020958, 4.179993], [-2.658716, -5.531406, 4.265365], [-2.762141, -5.584270, 5.939970], [-2.280480, -7.017209, 5.032156], [-4.283460, 1.763092, 9.358373], [-5.273735, 2.078355, 8.238160], [-5.224202, 1.163854, 7.005235], [-3.944202, 1.327929, 6.195078], [-4.066905, 0.722941, 4.804811], [-2.582942, 0.794487, 4.277392], [-2.629857, 1.772860, 3.129250], [-3.997950, 1.583375, 2.512050], [-4.845195, 1.512622, 3.749264], [-4.681879, -0.666849, 4.775264], [-4.250401, -1.744355, 5.745969], [-4.836617, -3.100675, 5.346648], [-3.306097, 2.044037, 8.964159], [-4.305330, 0.712583, 9.647072], [-4.622080, 2.378631, 10.189656], [-5.130237, 3.136759, 8.014011], [-6.269130, 1.957386, 8.670607], [-6.134000, 1.336339, 6.423035], [-5.395087, 0.121958, 7.278236], [-3.042434, 1.130634, 6.772143], [-3.779294, 2.386949, 5.970524], [-2.432092, -0.167171, 3.774219], [-1.887398, 1.068877, 5.061515], [-1.796788, 1.629852, 2.441950], [-2.550824, 2.774362, 3.563042], [-4.019502, 0.648197, 1.955840], [-4.104973, 2.434990, 1.842707], [-5.881538, 1.231586, 3.586915], [-4.802857, 2.535516, 4.133324], [-4.458232, -1.107159, 3.799517], [-5.744988, -0.500446, 4.939403], [-4.573738, -1.671105, 6.786875], [-3.167379, -1.852451, 5.849658], [-4.768717, -3.804895, 6.174104], [-4.368518, -3.513082, 4.449323], [-5.884276, -3.073489, 5.035520], [4.024317, 1.100516, 0.068618], [5.061603, 1.582437, -0.928297], [4.532700, 2.404290, -2.134064], [5.481678, 2.395183, -3.308569], [4.900748, 2.878604, -4.662526], [5.649397, 2.415847, -5.903202], [5.371120, 0.948529, -6.217088], [4.081071, 0.704151, -5.456857], [3.620221, 2.090101, -5.009712], [4.764080, 4.398211, -4.587333], [6.021558, 5.206507, -4.837661], [5.802685, 6.702130, -4.753728], [3.290682, 0.455261, -0.421994], [3.354028, 1.830517, 0.531093], [4.439954, 0.568879, 0.923994], [5.592886, 0.732375, -1.357821], [5.703346, 2.285642, -0.391496], [3.970085, 3.289636, -1.830837], [3.666604, 1.823625, -2.472265], [5.728716, 1.345371, -3.489163], [6.466298, 2.856921, -3.230299], [5.453293, 3.114846, -6.713415], [6.696546, 2.537701, -5.614497], [5.315683, 0.831235, -7.296525], [6.135602, 0.306257, -5.782925], [3.272252, 0.284778, -6.056800], [4.132265, 0.140935, -4.523083], [3.169911, 2.694672, -5.799152], [2.912041, 2.077088, -4.182365], [4.190909, 4.681150, -3.701462], [3.971952, 4.598485, -5.316369], [6.428784, 4.995131, -5.829481], [6.795583, 4.865672, -4.146875], [5.184626, 6.918773, -3.877662], [5.235635, 7.168255, -5.561345], [6.704898, 7.305274, -4.664029], [-5.558114, -1.246349, -6.489500], [-4.398211, -0.615167, -7.210274], [-3.596620, 0.383055, -6.334340], [-2.509991, -0.348933, -5.496443], [-1.695962, 0.535319, -4.603297], [-0.723342, 1.309099, -5.500973], [0.595260, 1.354437, -4.815765], [0.673098, 0.029117, -4.032378], [-0.754978, -0.388715, -3.775709], [-2.447700, 1.414325, -3.556741], [-1.631636, 2.036726, -2.398788], [-2.631654, 2.163104, -1.185946], [-6.366082, -0.547190, -6.277469], [-5.320903, -1.819700, -5.588697], [-5.974816, -2.060373, -7.088969], [-4.835539, -0.113325, -8.076271], [-3.766507, -1.358741, -7.701216], [-4.262427, 0.926369, -5.665928], [-3.099551, 1.041984, -7.048800], [-1.738971, -0.840581, -6.082421], [-3.106880, -0.973324, -4.829952], [-1.102274, 2.318404, -5.673336], [-0.621854, 0.926583, -6.517093], [0.601518, 2.188589, -4.110954], [1.470978, 1.481865, -5.449178], [1.337668, 0.177218, -3.183056], [1.060152, -0.801871, -4.624753], [-0.936221, -0.320579, -2.704653], [-0.913408, -1.439919, -4.007030], [-3.131747, 0.684233, -3.121924], [-3.018619, 2.075974, -4.205221], [-1.255986, 3.029183, -2.655778], [-0.704671, 1.540934, -2.115568], [-2.190847, 2.448083, -0.232552], [-3.111800, 1.189167, -1.082637], [-3.400870, 2.907843, -1.393157], [0.275101, 3.916638, -2.462962], [-0.494253, 5.114897, -2.150121], [1.386091, 4.290440, -3.110546], [0.534714, 3.041709, -1.173957], [0.870979, 3.765241, -0.111579], [-0.582550, 2.320625, -0.828344], [1.542887, 2.186948, -1.381075], [-1.546875, 5.536708, -2.969162], [-2.320100, 6.650768, -2.327387], [-1.827487, 7.599404, -2.113751], [-3.186368, 6.845449, -2.966466], [-2.771883, 6.444265, -1.352616], [-2.188520, 4.743719, -3.379995], [-1.157253, 5.870820, -3.941878], [-0.331546, 3.317077, -3.166832], [5.036297, -2.981835, -2.403062], [3.694649, -3.493284, -2.599681], [5.436358, -2.025958, -3.249071], [5.388476, -2.845031, -0.914406], [6.710365, -2.624776, -0.734328], [4.715900, -1.763852, -0.458139], [5.090391, -3.873198, -0.099284], [2.715717, -2.519423, -2.528194], [1.296031, -3.085926, -2.444171], [0.964902, -3.598354, -3.348588], [1.316426, -3.787764, -1.606400], [0.563303, -2.347921, -2.114226], [2.719816, -1.719276, -3.272517], [2.819565, -2.086272, -1.522344], [5.632565, -3.889142, -2.611290], [-1.957097, -2.324576, 1.290767], [-0.887661, -1.387478, 1.358978], [-2.522462, -2.399537, 2.528642], [-2.989015, -2.006383, 0.144553], [-2.398484, -1.720796, -1.013590], [-3.687248, -3.139066, -0.118932], [-3.866678, -0.991325, 0.402115], [0.193617, -1.335117, 0.509072], [1.058793, -0.201847, 1.029057], [0.616398, 0.799294, 1.045338], [1.318494, -0.291371, 2.088069], [1.996215, -0.034962, 0.494521], [-0.030771, -1.112272, -0.541109], [0.916185, -2.156442, 0.413492], [-1.512467, -3.283715, 0.988538]], "atomic_forces_ev_per_a": [[0.923, 0.072, -0.155], [-1.202, -0.935, -0.776], [1.077, -0.434, 0.951], [0.412, -0.015, 1.126], [-1.424, 1.302, 0.405], [0.916, 0.750, -0.549], [0.028, 1.141, 0.864], [-1.388, -2.281, 0.708], [0.802, 1.142, -0.006], [0.101, -0.281, -0.811], [-0.533, -0.392, 1.048], [-1.681, 0.989, -1.521], [-0.627, -0.002, 0.057], [0.030, 0.102, -0.134], [-0.246, -0.325, 0.517], [0.164, 0.480, 0.039], [-0.126, 0.567, 0.525], [-0.040, 0.179, -0.758], [-0.415, 0.036, 0.015], [0.029, -0.013, 0.092], [0.269, -0.511, -0.854], [0.000, 0.240, 0.096], [-0.123, -0.255, -0.159], [-0.682, -0.656, 0.023], [0.476, -0.757, -0.893], [-0.094, 0.656, -0.022], [0.027, -0.124, -0.290], [0.094, 0.136, -0.097], [-0.020, -0.759, -0.636], [0.101, 0.074, -0.075], [0.253, -0.115, 0.439], [0.978, 0.186, -0.274], [0.549, 0.059, 0.226], [-0.067, -0.130, -0.163], [0.637, 0.041, 0.500], [0.542, -0.070, 0.255], [-0.376, 0.113, -0.853], [-0.433, -0.721, 0.415], [-0.271, 0.232, 0.199], [-1.900, 1.434, -0.389], [1.808, -0.932, 0.079], [-1.010, -1.174, -1.539], [0.559, 0.579, 0.639], [1.292, -0.695, -0.255], [0.060, 2.181, 0.643], [0.232, -0.510, 0.373], [0.416, -0.778, 1.110], [-0.091, -0.322, -1.047], [0.302, -0.046, 0.724], [0.087, 0.005, 0.018], [0.661, -0.031, 0.248], [-0.238, -0.042, -0.454], [-0.121, 0.224, -0.182], [0.277, 0.532, -0.434], [0.464, 0.014, 0.431], [-0.046, -1.234, -0.421], [-0.312, 0.156, 0.045], [0.479, -0.391, 0.642], [-0.125, -0.359, 0.094], [-0.029, -0.124, 0.016], [0.007, 0.237, -0.349], [-0.063, 0.032, -0.202], [-0.973, -0.101, 0.074], [0.139, -0.479, 0.455], [-0.567, 0.004, 0.183], [-0.201, 0.423, -0.311], [-0.048, -0.047, -0.353], [-0.170, 0.931, -0.080], [0.129, 0.150, -0.470], [0.111, -0.033, -0.067], [0.423, 0.016, 0.167], [-0.162, 0.407, 0.405], [-1.140, -0.199, -0.152], [0.230, 1.395, -0.117], [-1.882, -1.182, 0.270], [0.619, -0.842, -1.301], [-0.817, -0.701, 0.399], [2.621, 0.693, 1.079], [-0.037, 0.301, 0.922], [-1.529, 0.735, 0.533], [-0.374, 1.127, 0.544], [-1.908, -0.245, -1.025], [0.599, -0.569, -0.549], [-0.850, 0.761, 0.828], [0.613, -0.246, -0.203], [0.435, 0.720, -0.279], [0.340, -0.240, -0.304], [0.265, -0.066, 0.415], [0.640, -0.467, 0.003], [0.853, 0.640, -0.126], [0.122, -0.253, -0.132], [-0.044, -0.112, 0.074], [-0.226, 0.497, 0.339], [-0.353, -0.042, 0.101], [0.138, 0.140, -0.436], [-0.099, -0.260, 0.083], [0.161, -0.001, -0.357], [0.151, -0.230, -0.022], [0.650, -0.680, -0.374], [-0.012, -0.096, -0.121], [0.319, 0.326, -0.002], [0.555, -0.390, 0.525], [0.371, 0.262, -0.483], [-0.086, -0.210, -0.021], [0.027, 0.296, 0.184], [0.190, 0.093, 0.180], [0.022, -0.540, -0.351], [0.216, -0.373, 0.046], [-0.503, -1.440, 0.147], [-0.126, 0.373, 0.028], [1.182, -0.704, -0.927], [-1.876, 0.929, 0.487], [2.261, -0.234, 0.756], [-0.460, 1.388, -0.492], [0.367, -0.404, 1.091], [0.419, -0.020, -1.169], [-0.060, -0.114, 1.017], [-0.022, -0.903, -1.098], [-3.999, -0.737, -2.235], [-1.489, -0.790, -0.987], [0.116, 0.073, 0.092], [0.331, 0.517, 0.303], [-0.206, 0.298, -0.342], [0.150, 0.457, 0.140], [0.294, -0.117, 0.450], [-0.015, 0.127, -0.149], [-0.058, 0.462, 0.304], [-0.517, -0.517, -0.151], [0.577, -0.633, -0.039], [-0.303, -0.013, 0.294], [-0.442, -0.822, 0.248], [0.332, -0.065, -0.123], [-0.629, -0.026, -0.335], [-0.386, -0.327, 0.359], [0.652, 0.374, -0.193], [-0.725, 0.238, -0.215], [-0.244, 0.172, -0.462], [-0.203, -0.006, -0.067], [-0.067, 0.461, 0.397], [-2.836, -1.565, 0.448], [-1.483, -1.631, -2.353], [-0.891, -0.173, -0.312], [-0.329, 0.000, 0.354], [-0.195, -0.070, -0.313], [2.872, 2.506, -3.332], [-0.619, -0.993, 1.942], [0.097, -1.138, 1.074], [0.204, 1.794, -0.283], [-0.035, 0.166, 0.323], [6.653, 2.207, 5.963], [-0.333, -0.542, -0.149], [0.907, 0.007, -1.248], [-1.352, 0.355, 0.483], [0.588, -0.186, -0.628], [0.098, 0.280, -0.113], [0.173, -0.743, -0.010], [-0.424, -0.429, 0.932], [0.428, 0.552, 0.146], [1.824, 1.239, -0.193], [2.465, -1.319, -2.666], [-0.319, -0.302, -0.122], [-1.072, 0.317, 1.689], [-0.224, 1.394, -0.637], [-0.440, 0.048, -0.080], [0.117, 0.497, 1.249], [-0.336, -0.206, -0.134], [-1.302, 0.839, 1.618], [0.521, -0.798, 0.262], [-0.063, -0.025, 0.006], [-0.168, -0.401, -0.227], [0.104, 0.286, -0.418], [0.709, -0.164, -0.206], [-0.009, 0.809, -0.292], [-0.137, -0.625, -0.140], [-0.860, -0.664, 2.122], [-0.564, 0.504, 0.455], [0.275, 0.351, -1.440], [-0.030, -0.640, 0.993], [0.562, 0.691, -0.852], [-0.302, 0.543, 0.424], [0.453, -0.711, -0.093], [1.692, 1.417, -1.036], [0.527, 1.312, 0.520], [-0.629, -0.190, -0.458], [0.081, -0.652, 0.017], [-0.394, -0.634, 0.048], [-0.516, 0.068, 0.066], [-0.742, -0.878, 0.506], [0.066, -0.293, -0.464]], "total_charge": 1, "homo_ev": -7.53, "e_tot_ha": -3770.67564, "e_lumo_ev": -1.88, "homo_lumo_gap_ev": 5.64}